Entry 1:
17
Properties=species:S:1:pos:R:3 method="wB97M-V/def2-TZVPD" orbital_gap_ev=9.5 homo_energy_ev=-13.9 charge=+1 multiplicity=1 smiles=CS[N@H+]1CNCN1 e_above_lowest_ev=4.0534
C -2.78229 -0.61315 0.37722
S -1.84886 0.90504 -0.01667
N -0.05792 0.33954 -0.73795
C 1.17792 1.39884 -0.38925
N 1.83313 0.69408 0.64028
C 1.83215 -0.66852 0.28393
N 0.48757 -0.91484 -0.27890
H -3.77116 -0.16381 0.64627
H -2.25754 -1.04713 1.25774
H -2.95090 -0.99258 -0.61070
H -0.20198 0.26013 -1.70991
H 0.53892 2.30542 -0.07161
H 1.77579 1.52515 -1.21599
H 1.42407 0.86326 1.59043
H 2.69270 -0.88776 -0.48306
H 2.08695 -1.28408 1.11627
H 0.02144 -1.71960 -0.39810

Entry 2:
49
Properties=species:S:1:pos:R:3 method="wB97M-V/def2-TZVPD" orbital_gap_ev=9.3 homo_energy_ev=-8.9 multiplicity=1 smiles="CC(C)CC(=O)Nc1cccc(S(=O)(=O)N2CCCCCC2)c1" e_above_lowest_ev=1.0471
C -4.64441 -1.59055 0.13859
C -4.97709 -0.25564 -0.52297
C -4.82934 -0.34674 -2.03944
C -4.11751 0.87997 0.05126
C -2.62098 0.74475 -0.18189
O -2.06910 -0.18702 -0.71268
N -1.94388 1.83511 0.31028
C -0.56399 2.04569 0.29851
C -0.01136 2.91860 1.23695
C 1.35029 3.15596 1.26316
C 2.18548 2.51564 0.36087
C 1.63019 1.66013 -0.57035
S 2.70623 0.79509 -1.72265
O 3.87672 1.60802 -1.89794
O 1.93639 0.42520 -2.87292
N 3.15600 -0.57906 -0.93388
C 2.37227 -1.77892 -1.07297
C 1.24444 -1.89358 -0.04383
C 1.72581 -2.05759 1.39558
C 2.69531 -0.96854 1.85971
C 4.10717 -1.16008 1.30262
C 4.32174 -0.55488 -0.09164
C 0.27253 1.42605 -0.62706
H -5.30186 -2.36961 -0.23933
H -4.77147 -1.52881 1.21793
H -3.61768 -1.86884 -0.07835
H -6.02134 -0.00710 -0.29208
H -5.08071 0.60224 -2.50923
H -5.49345 -1.11122 -2.43514
H -3.80841 -0.60721 -2.30140
H -4.28186 0.94138 1.13143
H -4.43636 1.82939 -0.38848
H -2.47532 2.50496 0.84898
H -0.65845 3.41614 1.94587
H 1.76097 3.83849 1.99154
H 3.24911 2.68779 0.35113
H 3.04084 -2.64266 -1.00790
H 1.93647 -1.74700 -2.07401
H 0.61357 -1.00814 -0.11484
H 0.62873 -2.75497 -0.31021
H 2.20918 -3.03123 1.51144
H 0.84836 -2.05005 2.04688
H 2.74946 -1.00509 2.95065
H 2.31198 0.01431 1.57926
H 4.32481 -2.22954 1.27299
H 4.83431 -0.70178 1.97563
H 5.14779 -1.08417 -0.58817
H 4.60657 0.49460 -0.01657
H -0.11813 0.78051 -1.39530

Number 1: energy -18568.81943 eV, lowest unoccupied orbital energy -0.165 Ha. Number 2: energy -38009.46868 eV, lowest unoccupied orbital energy 0.017 Ha.